(1)
C38H61N13O2SW as an isolated structure, computed with wB97M-V/def2-TZVPD.

Last column: Löwdin spin population.
Atoms and positions in Å:
W1 0.026 -0.814 -0.481  1.689
O1 2.979 -1.285 4.181  0.002
C1 2.970 0.020 3.891  0.002
C2 3.518 0.890 4.834  0.000
C3 3.565 2.246 4.594  0.002
C4 3.052 2.783 3.412  0.000
C5 2.479 1.944 2.487  0.002
C6 2.426 0.558 2.704  0.001
C7 1.757 -0.268 1.713  0.014
O2 0.973 0.267 0.835  0.071
N1 1.936 -1.568 1.715  0.009
N2 1.185 -2.284 0.781  -0.012
C8 1.624 -3.518 0.853  0.050
C9 1.165 -4.769 0.293  0.001
C10 2.027 -5.870 0.380  0.011
C11 1.648 -7.075 -0.179  -0.001
C12 0.399 -7.166 -0.774  0.011
C13 -0.408 -6.037 -0.763  0.000
N3 -0.043 -4.868 -0.261  0.008
H1 2.636 -1.784 3.416  0.000
H2 3.910 0.462 5.747  0.000
H3 4.004 2.899 5.336  0.000
H4 3.102 3.849 3.236  0.000
H5 2.072 2.329 1.560  0.000
H6 2.500 -3.612 1.489  0.001
H7 2.983 -5.762 0.876  0.000
H8 2.307 -7.933 -0.152  0.000
H9 0.050 -8.091 -1.211  0.001
H10 -1.411 -6.078 -1.182  0.000
C14 -0.852 -0.252 3.313  0.001
N4 -2.143 -0.709 2.865  0.009
C15 -3.274 -0.527 3.759  0.001
C16 -4.339 -1.444 3.166  0.000
N5 -3.695 -2.018 1.985  0.006
C17 -4.193 -3.332 1.589  0.001
C18 -2.463 -1.449 1.776  0.011
N6 -1.780 -1.545 0.637  0.028
C19 -2.421 -2.463 -0.319  0.012
C20 -2.063 -2.185 -1.767  0.021
N7 -0.614 -2.234 -2.001  0.029
C21 -0.186 -2.588 -3.195  0.007
N8 1.142 -2.726 -3.493  0.003
C22 2.178 -3.184 -2.598  0.002
C23 1.354 -3.053 -4.900  0.000
C24 -0.058 -3.143 -5.463  0.000
N9 -0.907 -2.783 -4.329  0.005
C25 -2.336 -2.729 -4.601  0.001
H11 -0.922 -0.038 4.378  0.000
H12 -0.528 0.652 2.807  0.000
H13 -0.123 -1.050 3.188  0.000
H14 -3.581 0.521 3.766  0.000
H15 -3.004 -0.811 4.777  0.000
H16 -5.244 -0.909 2.877  0.000
H17 -4.618 -2.235 3.864  0.000
H18 -4.566 -3.840 2.479  0.000
H19 -3.415 -3.957 1.166  0.000
H20 -5.020 -3.250 0.881  0.000
H21 -3.505 -2.378 -0.250  0.001
H22 -2.103 -3.474 -0.097  0.000
H23 -2.459 -1.203 -2.045  0.002
H24 -2.589 -2.951 -2.329  0.004
H25 1.923 -2.939 -1.582  0.001
H26 3.122 -2.704 -2.863  0.000
H27 2.311 -4.269 -2.685  0.000
H28 1.899 -3.994 -4.996  0.000
H29 1.946 -2.271 -5.379  0.000
H30 -0.308 -4.145 -5.820  0.000
H31 -0.216 -2.440 -6.281  0.000
H32 -2.467 -2.723 -5.681  0.000
H33 -2.799 -1.824 -4.216  0.000
H34 -2.858 -3.608 -4.219  0.000
C26 -0.449 0.439 -2.258  -0.005
H35 -1.507 0.691 -2.374  0.007
H36 -0.154 0.009 -3.222  0.001
H37 0.091 1.388 -2.176  0.004
N10 3.274 -0.571 -0.726  0.000
C27 4.343 -0.082 -1.369  0.008
C28 3.894 0.442 -2.559  0.001
C29 2.518 0.220 -2.547  0.009
N11 2.135 -0.394 -1.427  0.002
H38 3.285 -1.053 0.161  0.000
H39 5.331 -0.126 -0.940  0.000
H40 4.474 0.924 -3.326  0.000
H41 1.811 0.470 -3.317  0.000
C30 1.537 4.068 -2.568  0.000
C31 0.867 5.436 -2.686  0.000
C32 -0.282 5.658 -1.700  0.000
C33 -1.516 4.777 -1.946  0.000
N12 -1.422 3.429 -1.392  -0.001
C34 -1.597 3.101 -0.110  -0.004
S1 -1.676 1.456 0.376  -0.030
N13 -1.757 4.081 0.775  -0.002
C35 -1.941 3.934 2.214  -0.001
C36 -0.646 4.187 2.985  0.000
C37 -0.158 5.636 2.915  0.000
C38 -1.030 6.612 3.703  0.000
H42 2.423 4.023 -3.201  0.000
H43 0.866 3.268 -2.885  0.000
H44 1.845 3.872 -1.538  0.000
H45 0.500 5.577 -3.706  0.000
H46 1.615 6.211 -2.507  0.000
H47 -0.601 6.701 -1.770  0.000
H48 0.094 5.498 -0.684  0.000
H49 -1.677 4.674 -3.019  0.000
H50 -2.409 5.258 -1.535  0.000
H51 -1.340 2.658 -2.029  0.000
H52 -1.722 5.028 0.433  0.000
H53 -2.302 2.926 2.402  -0.001
H54 -2.710 4.642 2.524  0.000
H55 0.125 3.515 2.597  0.000
H56 -0.816 3.922 4.033  0.000
H57 -0.093 5.960 1.870  0.000
H58 0.857 5.674 3.316  0.000
H59 -2.026 6.717 3.270  0.000
H60 -0.574 7.601 3.711  0.000
H61 -1.137 6.283 4.737  0.000

Atoms 1-2, force components in eV/Å:
W -1.29 1.40 -1.47
O -0.02 -0.24 0.08

Its gap between HOMO and LUMO (alpha / beta) is 6.69 / 6.91 eV. As for the spin multiplicity: 3. The relative energy (zero: lowest compared OMol25 entry of this formula, charge and spin) comes out at 0.430 eV. The calculation puts the highest occupied orbital energy (alpha / beta) at -12.404 / -12.656 eV. Its charge is +2. The calculated total energy comes out at -2811.713029 a.u.

***

(2)
A 15-piece molecular cluster, C38H61N18O2 overall, computed with wB97M-V/def2-TZVPD.

Last column: Löwdin charge in e.
Atoms and positions in Å:
C1 5.224 2.876 1.924  0.014
C2 5.603 4.126 1.171  -0.492
O1 6.742 4.560 1.224  0.094
O2 4.685 4.747 0.379  0.006
C3 3.328 4.728 0.848  -0.212
C4 2.505 5.734 0.090  -0.152
C5 1.041 5.611 0.563  -0.192
C6 0.636 6.787 1.461  -0.181
C7 -0.302 6.461 2.638  -0.172
C8 -1.338 5.395 2.386  -0.182
N1 -2.243 5.756 1.291  0.115
C9 -3.070 4.836 0.808  -0.357
N2 -3.158 3.587 1.262  0.186
C10 -4.088 3.010 0.510  -0.071
N3 -4.570 3.840 -0.392  0.112
N4 -3.943 5.037 -0.214  0.159
H1 5.791 2.050 1.515  0.085
H2 4.172 2.629 1.900  0.069
H3 5.553 2.987 2.947  0.097
H4 2.899 3.734 0.756  0.107
H5 3.321 4.970 1.912  0.140
H6 2.897 6.720 0.294  0.118
H7 2.600 5.485 -0.959  0.119
H8 0.947 4.644 1.051  0.099
H9 0.413 5.573 -0.320  0.095
H10 1.546 7.175 1.898  0.108
H11 0.205 7.567 0.843  0.110
H12 -0.837 7.375 2.887  0.115
H13 0.280 6.183 3.507  0.121
H14 -0.846 4.470 2.108  0.106
H15 -1.916 5.169 3.272  0.126
H16 -2.262 6.680 0.900  0.158
H17 -4.334 1.977 0.683  0.120
H18 -5.263 3.658 -1.100  0.187
H19 -4.097 5.863 -0.764  0.185
C11 -4.813 -0.334 -1.977  -0.097
C12 -5.122 -0.455 -0.567  -0.291
N5 -5.334 -0.436 0.562  0.131
H20 -5.016 0.671 -2.332  0.038
H21 -3.761 -0.542 -2.156  0.040
H22 -5.400 -1.025 -2.581  0.092
C13 -2.564 -2.785 1.520  -0.060
C14 -2.431 -2.410 0.126  -0.261
N6 -2.326 -2.151 -0.986  0.151
H23 -3.578 -2.613 1.882  0.066
H24 -2.342 -3.842 1.666  0.087
H25 -1.883 -2.217 2.151  0.040
C15 -1.150 3.362 -2.200  -0.076
C16 -2.280 2.625 -2.736  -0.257
N7 -3.160 2.024 -3.160  0.153
H26 -0.720 2.853 -1.338  0.079
H27 -0.362 3.459 -2.945  0.084
H28 -1.445 4.367 -1.894  0.061
C17 -5.381 -6.029 1.016  -0.072
C18 -5.249 -5.309 2.271  -0.283
N8 -5.124 -4.727 3.252  0.119
H29 -4.872 -5.506 0.206  0.065
H30 -4.949 -7.025 1.083  0.045
H31 -6.425 -6.141 0.731  0.066
C19 -0.574 -4.652 -2.902  -0.080
C20 -1.589 -5.368 -2.152  -0.285
N9 -2.391 -5.854 -1.491  0.132
H32 0.165 -4.229 -2.226  0.028
H33 -0.050 -5.305 -3.599  0.085
H34 -1.012 -3.835 -3.473  0.080
C21 -9.261 -8.415 1.206  -0.065
C22 -8.086 -8.748 0.418  -0.274
N10 -7.157 -9.010 -0.202  0.145
H35 -9.996 -7.888 0.601  0.084
H36 -9.730 -9.316 1.598  0.086
H37 -8.995 -7.779 2.049  0.083
C23 2.007 -4.396 0.687  -0.052
C24 2.239 -3.931 -0.670  -0.253
N11 2.424 -3.578 -1.746  0.146
H38 0.971 -4.239 0.983  0.081
H39 2.222 -5.461 0.781  0.054
H40 2.639 -3.864 1.397  0.083
C25 5.316 -6.139 3.068  -0.068
C26 4.313 -6.868 2.309  -0.277
N12 3.525 -7.449 1.712  0.138
H41 5.632 -6.711 3.939  0.086
H42 6.195 -5.942 2.457  0.084
H43 4.923 -5.186 3.416  0.079
C27 -2.023 -0.349 4.852  -0.064
C28 -0.859 -0.702 4.054  -0.293
N13 0.053 -0.985 3.419  0.129
H44 -2.761 0.178 4.250  0.081
H45 -2.496 -1.242 5.260  0.091
H46 -1.740 0.293 5.685  0.084
C29 4.662 1.351 -1.454  -0.048
C30 3.299 1.731 -1.774  -0.274
N14 2.225 2.031 -2.037  0.142
H47 4.811 1.320 -0.378  0.058
H48 4.916 0.372 -1.857  0.087
H49 5.369 2.069 -1.868  0.098
C31 -3.609 -10.253 -0.682  -0.072
C32 -3.453 -9.569 0.589  -0.285
N15 -3.330 -9.016 1.586  0.129
H50 -3.098 -9.710 -1.476  0.081
H51 -3.193 -11.258 -0.635  0.082
H52 -4.663 -10.330 -0.947  0.062
C33 2.351 -1.418 -4.514  -0.075
C34 3.132 -0.281 -4.971  -0.280
N16 3.738 0.623 -5.331  0.137
H53 2.264 -2.174 -5.292  0.086
H54 2.809 -1.887 -3.644  0.041
H55 1.345 -1.111 -4.232  0.083
C35 7.270 7.149 2.729  -0.086
C36 7.557 8.022 3.857  -0.284
N17 7.784 8.707 4.748  0.124
H56 7.660 7.563 1.802  0.089
H57 7.718 6.168 2.866  0.070
H58 6.198 7.010 2.606  0.070
C37 4.921 3.215 -7.584  -0.090
C38 5.108 4.607 -7.960  -0.291
N18 5.256 5.707 -8.250  0.120
H59 5.853 2.658 -7.665  0.082
H60 4.571 3.127 -6.558  0.057
H61 4.187 2.732 -8.226  0.080

Atoms 1-2, force components in eV/Å:
C -0.16 0.22 -0.04
C 1.75 0.67 -0.08

Its gap between HOMO and LUMO is 9.56 eV. As for the spin multiplicity: 1. The calculation puts the highest occupied orbital energy at -12.543 eV. Its charge is +1. The calculated total energy comes out at -2620.302777 a.u.

***

| no. | largest force on an atom (Eh/bohr) |
| --- | --- |
| 1 | 0.04672 |
| 2 | 0.03652 |